Record 1
40
Properties=species:S:1:pos:R:3 method="wB97M-V/def2-TZVPD" fmax_ev_per_a=0.257 total_energy_ev=-86149.1001 multiplicity=3 orbital_gap_ev="8.16 / 6.08" e_lumo_ev="0.4 / -1.8"
Pd 0.18 0.37 0.77
C 0.77 -4.03 -0.07
N -0.59 -3.55 0.05
C -1.68 -4.02 -0.65
C -2.74 -3.27 -0.27
N -2.31 -2.34 0.65
B -3.27 -1.26 1.30
N -3.35 -0.07 0.29
C -4.11 -0.07 -0.86
C -3.91 1.10 -1.51
N -3.02 1.83 -0.75
C -2.46 3.12 -1.08
C -2.70 1.10 0.34
S -1.60 1.67 1.55
C -1.00 -2.52 0.83
S 0.11 -1.69 1.87
H 0.77 -4.88 -0.75
H 1.15 -4.33 0.90
H 1.41 -3.24 -0.47
H -1.61 -4.85 -1.33
H -3.77 -3.33 -0.56
H -2.82 -0.90 2.34
H -4.36 -1.77 1.35
H -4.74 -0.90 -1.12
H -4.30 1.48 -2.44
H -2.89 3.45 -2.02
H -1.38 3.02 -1.19
H -2.68 3.84 -0.30
Cl 3.94 0.18 -5.56
C 2.77 0.33 -4.27
C 3.14 0.05 -2.97
C 2.21 0.18 -1.97
Cl 2.68 -0.21 -0.33
C 0.88 0.59 -2.19
O -0.02 0.74 -1.26
C 0.56 0.86 -3.54
Cl -1.06 1.35 -3.91
C 1.48 0.74 -4.56
H 4.15 -0.27 -2.74
H 1.19 0.95 -5.58


Record 2
46
Properties=species:S:1:pos:R:3 method="wB97M-V/def2-TZVPD" total_charge=+4 fmax_ev_per_a=7.459 total_energy_ev=-54292.2993 multiplicity=5 orbital_gap_ev="8.20 / 5.60" e_above_lowest_kj_mol=0.0 e_lumo_ev="-15.6 / -18.1"
C -1.72 1.30 1.81
N -0.62 1.27 1.04
N -0.22 2.56 0.80
C -1.06 3.40 1.44
C -2.03 2.63 2.09
B 0.87 2.84 -0.28
N 2.12 1.99 0.07
N 2.04 0.63 0.30
C 3.28 0.16 0.52
C 4.17 1.24 0.48
C 3.41 2.37 0.19
Pd 0.31 -0.47 0.27
N 0.25 2.23 -1.59
N -0.13 0.92 -1.58
C -0.79 0.64 -2.70
C -0.83 1.80 -3.48
C -0.17 2.79 -2.75
H -1.21 -0.35 -2.87
H 0.03 3.83 -2.94
H -1.28 1.90 -4.45
H 1.10 4.00 -0.40
H 3.69 3.40 0.07
H -0.92 4.47 1.38
H 5.23 1.18 0.64
H -2.85 2.98 2.68
H 3.47 -0.89 0.68
H -2.24 0.39 2.08
H 1.14 -1.76 -0.92
C 1.20 -2.19 0.11
H 2.26 -2.38 0.25
H 0.95 -1.58 1.08
H 0.58 -3.08 0.13
F -3.10 -2.56 -2.15
C -2.44 -3.09 -1.08
F -3.01 -4.28 -0.77
F -1.16 -3.33 -1.49
C -2.44 -2.08 0.14
O -1.71 -0.98 -0.16
C -3.95 -1.63 0.35
F -4.82 -2.67 0.37
F -4.06 -0.97 1.55
F -4.34 -0.77 -0.61
C -2.01 -2.85 1.44
F -3.05 -3.41 2.10
F -1.12 -3.85 1.18
F -1.40 -1.98 2.30


Record 3
48
Properties=species:S:1:pos:R:3 method="wB97M-V/def2-TZVPD" total_charge=+1 fmax_ev_per_a=9.322 total_energy_ev=-292538.6820 multiplicity=1 orbital_gap_ev=1.45 e_lumo_ev=-7.8
C 2.39 -1.90 2.00
C 1.40 -2.31 0.72
O 1.52 -3.60 0.31
N 0.46 -1.35 0.03
C 0.68 -1.28 -1.47
C -1.00 -1.60 0.35
C -1.78 -0.44 0.94
C -1.11 1.04 1.23
F -1.99 1.92 2.08
F 0.20 0.99 1.92
C -1.05 1.81 -0.25
F -1.54 3.23 -0.07
F -1.89 1.09 -1.28
F 0.37 1.93 -0.69
C -3.39 -0.77 1.22
O -4.33 0.21 1.35
C -4.00 -2.32 1.33
I -5.93 -2.80 2.29
C -3.22 -3.45 0.74
C -1.77 -3.06 0.05
O -1.28 -3.98 -0.81
H 3.53 -2.02 1.65
H 2.28 -2.68 2.90
H 2.23 -0.80 2.37
H 1.12 -2.25 -1.95
H -0.40 -1.11 -1.96
H 1.30 -0.30 -1.68
H -3.67 -4.52 0.81
F 4.67 -0.76 1.42
Ca 0.47 -1.84 3.07
O -3.73 4.34 -2.08
H -3.72 3.86 -1.28
C -0.28 2.29 -4.04
C 0.05 0.91 -4.63
O 0.85 0.30 -3.76
H 0.62 2.90 -3.89
H -0.94 2.84 -4.72
H -0.81 2.21 -3.07
H 0.44 1.11 -5.64
H -0.92 0.45 -4.85
C 4.97 2.97 3.08
Br 4.94 1.27 4.03
Br 6.63 3.23 2.10
Br 3.41 3.19 1.93
H 4.92 3.76 3.84
Li 0.17 -1.58 -3.84
Be -3.43 -3.42 3.58
Cl 2.57 2.28 4.63


Record 4
39
Properties=species:S:1:pos:R:3 method="wB97M-V/def2-TZVPD" total_charge=+1 fmax_ev_per_a=0.795 total_energy_ev=-192007.5195 multiplicity=3 orbital_gap_ev="6.52 / 5.25" e_lumo_ev="-3.9 / -6.0"
Pt 1.94 0.90 2.09
Cl 3.06 5.16 1.53
C 1.33 4.82 1.68
Cl 0.84 3.45 0.67
H 0.77 5.69 1.37
H 1.12 4.56 2.71
C -3.38 0.72 -1.63
C -2.64 -0.17 -0.68
C -2.67 -1.53 -0.69
C -1.91 -2.23 0.26
N -1.19 -1.60 1.19
C -1.23 -0.27 1.26
S -0.57 0.66 2.53
N -1.91 0.42 0.29
C -1.87 -3.72 0.27
H -3.74 0.15 -2.48
H -2.74 1.53 -1.98
H -4.24 1.16 -1.12
H -3.26 -2.06 -1.43
H -1.87 1.43 0.35
H -2.56 -4.15 -0.45
H -2.09 -4.08 1.27
H -0.86 -4.06 0.03
Se 3.08 2.91 6.27
C 2.64 2.37 4.67
N 2.36 2.04 3.58
Se 2.07 -2.24 1.41
N 1.96 -0.60 0.73
C 1.79 -0.70 -0.59
C 1.62 0.38 -1.49
C 1.46 0.10 -2.81
C 1.45 -1.25 -3.30
C 1.61 -2.31 -2.46
C 1.77 -2.06 -1.07
N 1.92 -3.00 -0.15
H 1.64 1.40 -1.12
H 1.34 0.91 -3.52
H 1.32 -1.42 -4.36
H 1.64 -3.33 -2.82


Record 5
36
Properties=species:S:1:pos:R:3 method="wB97M-V/def2-TZVPD" fmax_ev_per_a=1.619 total_energy_ev=-76065.0317 multiplicity=1 orbital_gap_ev="6.42 / 6.82" e_above_lowest_kj_mol=0.0 e_lumo_ev="-1.5 / -1.2"
Co 0.05 0.25 -0.48
C 3.34 2.21 1.21
C 2.12 1.34 1.09
O 1.59 1.26 -0.03
C 1.64 0.69 2.27
C 0.52 -0.11 2.34
C 0.10 -0.71 3.64
N -0.22 -0.36 1.22
N -1.30 -1.16 1.42
C -1.93 -1.29 0.26
O -1.52 -0.71 -0.81
C -3.15 -2.12 0.19
C -3.84 -2.22 -1.01
C -4.99 -3.00 -1.09
C -5.44 -3.68 0.04
C -4.75 -3.58 1.24
C -3.61 -2.80 1.32
H 3.65 2.54 0.22
H 4.15 1.68 1.70
H 3.10 3.09 1.82
H 2.20 0.85 3.18
H 0.78 -0.42 4.43
H 0.07 -1.80 3.55
H -0.91 -0.40 3.88
H -3.48 -1.69 -1.88
H -5.53 -3.08 -2.02
H -6.33 -4.29 -0.02
H -5.10 -4.11 2.11
H -3.06 -2.71 2.24
Cl 0.00 2.30 -4.88
C 0.58 0.75 -4.23
C 0.39 0.62 -2.74
O -0.27 1.43 -2.04
O 0.91 -0.38 -2.16
H 1.63 0.64 -4.46
H 0.03 -0.05 -4.71


Record 6
43
Properties=species:S:1:pos:R:3 method="wB97M-V/def2-TZVPD" fmax_ev_per_a=1.790 total_energy_ev=-57150.4304 multiplicity=1 orbital_gap_ev=8.28 e_lumo_ev=-0.6
O 2.01 -1.16 -4.49
C 1.83 -1.85 -3.28
C 0.56 -1.72 -2.52
C 0.40 -2.37 -1.32
O -0.75 -2.23 -0.59
C 1.50 -3.16 -0.85
N 1.49 -3.84 0.32
S 2.95 -4.57 0.36
N 3.63 -4.12 -1.05
C 2.71 -3.32 -1.62
C 2.88 -2.63 -2.88
H 2.57 -0.41 -4.23
H -0.25 -1.10 -2.91
H -1.48 -2.22 -1.23
H 3.79 -2.73 -3.47
C -1.72 3.72 -0.59
C -0.21 3.87 -0.57
O 0.42 3.04 -1.57
C 0.37 3.48 -2.82
O -0.14 4.50 -3.18
C 1.11 2.50 -3.74
F 0.74 1.23 -3.52
F 2.44 2.56 -3.57
F 0.88 2.76 -5.03
H -1.99 2.67 -0.47
H -2.17 4.30 0.21
H -2.13 4.05 -1.54
H 0.18 3.55 0.39
H 0.09 4.91 -0.71
C 0.15 -1.80 3.63
C -1.34 -1.96 3.41
O -2.09 -1.13 4.31
C -2.16 0.16 3.99
O -1.66 0.67 3.03
C -3.02 0.91 5.02
F -2.68 0.61 6.28
F -4.32 0.61 4.87
F -2.90 2.23 4.89
H 0.40 -2.00 4.67
H 0.70 -2.49 2.99
H 0.48 -0.79 3.41
H -1.64 -2.99 3.62
H -1.62 -1.75 2.37